Entry 1:
Molecular formula: C11H16ClIN2OOsP
Method: DFT, ωB97M-V/def2-TZVPD

Maximum force in eV Å⁻¹: 8.3
<S²>: 6.02
ΔE to the lowest compared entry with this formula, charge and spin in kJ/mol: 0.0
LUMO (alpha / beta) in eV: -12.355 / -14.473
Frontier orbital gap (alpha / beta) in eV: 6.60 / 4.46

ORCA input file:
```
! RIJCOSX wB97M-V def2-TZVPD def2/J DEFGRID3
* xyz 3 5
N -0.9149 0.2286 2.5311
C 0.8282 0.3741 0.7178
H -2.5313 -0.9861 -2.2243
Os -0.9379 0.3389 0.2765
N 0.5166 -0.6811 7.7583
H -1.6626 -1.8346 5.1424
H -2.0413 -1.4702 2.6494
P -0.2781 0.0002 -2.1094
C -1.4525 -0.7926 3.2475
C -0.2998 1.1838 3.2447
C 0.1305 -0.4059 6.6754
H 0.0020 2.0737 2.6973
H -1.2854 -1.8601 -3.2447
H 0.9802 1.0973 -4.2283
C -1.7098 -0.8840 -2.9532
H 2.5467 -0.5633 -1.1952
H -1.9237 -0.2632 -3.8490
H -1.9138 1.5904 -1.4378
H 4.0886 -1.4828 -1.2761
H -0.1555 -0.2575 -4.7280
H 2.7677 -1.4844 -2.6601
H 0.6874 1.7823 5.0753
C 3.3610 -0.9685 -1.8870
H -0.2454 2.3747 -1.6052
H 1.3756 -0.6330 -4.1282
O 1.8961 0.1247 1.1870
C 0.0740 1.0183 4.5931
C -1.1977 -0.9690 4.6143
C -0.9746 1.6620 -2.0580
I 3.7979 0.7167 -2.8843
Cl -2.3210 -1.4866 0.1354
C -0.3162 -0.1381 5.2832
C 0.5770 0.0783 -3.9410
H -1.1198 1.8922 -3.1318
*
```


Entry 2:
Molecular formula: C11H16F2N2
Method: DFT, ωB97M-V/def2-TZVPD

Maximum force in eV Å⁻¹: 5.0
ΔE to the lowest compared entry with this formula, charge and spin in kJ/mol: 337.4
LUMO (alpha / beta) in eV: -8.400 / -9.164
Frontier orbital gap (alpha / beta) in eV: 8.55 / 6.89

ORCA input file:
```
! RIJCOSX wB97M-V def2-TZVPD def2/J DEFGRID3
* xyz 2 1
C 2.6914 1.6764 0.5420
C -1.6482 -1.7197 0.8825
C -1.6223 0.0627 -0.1044
H 2.5033 -2.5546 -1.8169
H -2.4270 0.0370 1.9434
H -1.5275 2.9767 0.4757
N 2.0416 -0.8842 -0.4903
C 1.7725 -2.1903 -1.0350
C 1.0963 0.0787 -0.3869
C 3.6231 0.6720 0.3201
H -2.6803 -1.5513 -0.9908
H -0.7585 -0.0851 1.7732
C -2.3169 1.2113 -0.7157
N -2.3311 2.5012 0.0647
H -2.4350 -2.1890 1.2755
C -1.6223 -0.2385 1.3311
C -1.7019 -1.3593 -0.6228
F -0.5365 -2.4353 1.2506
H -3.3216 1.0454 -0.9891
H 4.0359 -1.3778 -0.4006
H -0.8279 -1.8331 -1.0643
C 1.4446 1.3312 0.1267
H 1.6954 -2.9038 -0.2559
C 3.3208 -0.5500 -0.2028
F 0.4264 2.2384 0.1451
H 4.6740 0.7087 0.7120
H -1.7965 1.3945 -1.5710
H 0.7246 -2.2723 -1.4684
H -2.7867 3.2862 -0.3254
H 2.9624 2.7486 0.5689
H -2.6725 2.1751 1.0289
*
```


Entry 3:
Molecular formula: C11H16FNO2
Method: DFT, ωB97M-V/def2-TZVPD

Maximum force in eV Å⁻¹: 4.6
ΔE to the lowest compared entry with this formula, charge and spin in kJ/mol: 0.0
LUMO in eV: 0.743
Frontier orbital gap in eV: 7.61

ORCA input file:
```
! RIJCOSX wB97M-V def2-TZVPD def2/J DEFGRID3
* xyz 0 1
C -1.9394 1.0245 1.4794
H 2.8929 -2.1990 -0.2982
H -3.8049 -1.2896 -1.5676
H 1.1228 2.8631 -0.0705
N 1.2216 -0.0694 -0.0553
C -0.5940 0.9898 1.1644
C -1.0442 -0.7760 -0.3819
H -0.7181 -1.5163 -1.0964
H 2.2310 2.3496 -1.3561
O -4.1818 0.1795 1.2007
C -0.1094 0.0883 0.2120
H -4.3314 0.8641 1.8634
H -4.1284 -1.9933 0.0116
H 1.2300 -2.7027 -0.5875
H -2.2893 1.7372 2.2167
C -3.3375 -1.7346 -0.6889
C 2.1402 2.5568 -0.2929
C 2.0701 -2.1536 -1.0069
H -2.8177 -2.6394 -0.9966
H 2.3784 -2.6283 -1.9346
C 2.4776 1.3301 0.4922
C -2.8460 0.1625 0.8817
C -2.3864 -0.7645 -0.0540
F 3.6395 0.7453 0.1088
H 0.0767 1.6617 1.6740
H 2.5676 -0.1678 -1.6361
H 2.8268 3.3608 -0.0258
C 1.6835 -0.6942 -1.2641
H 0.9213 -0.6338 -2.0537
O 2.3967 1.4397 1.8191
H 2.6516 0.6095 2.2433
*
```


Entry 4:
Molecular formula: C11H16HgN2O5
Method: DFT, ωB97M-V/def2-TZVPD

Maximum force in eV Å⁻¹: 7.3
LUMO in eV: -9.806
Frontier orbital gap in eV: 4.96

ORCA input file:
```
! RIJCOSX wB97M-V def2-TZVPD def2/J DEFGRID3
* xyz 2 1
Hg -0.1903 -0.5664 -1.8993
H 0.8428 -2.2283 1.6507
H -0.1194 1.6313 4.3684
N 1.0224 -0.3330 2.6597
C 0.2171 0.5384 1.9151
C -1.1722 2.4018 1.2775
H -0.6964 -3.3157 -5.9778
C 1.5770 0.7173 -2.0534
H -0.6391 -0.3459 -6.9502
C -0.2699 -2.3558 -6.3053
C -1.8983 -1.5970 -0.9949
H 0.2825 -0.1948 4.5351
O -2.0634 2.2324 -1.9275
H -0.5843 2.7644 0.4194
N -0.4463 1.7020 2.3110
H -2.1563 -1.3560 -6.4888
H 0.0967 3.1980 3.5508
H 0.8213 -2.3052 -6.4393
H -2.0433 1.8571 0.8673
H 2.1440 -2.0334 2.7951
O 1.7824 -2.9425 -0.6175
H -1.5355 2.5201 3.7628
H 2.3086 -1.2849 1.2321
C 1.2359 -0.1181 4.0096
C -0.4778 2.2648 3.6056
H 1.6743 0.8734 4.1330
O 0.0575 0.2684 0.7306
C -1.0617 -1.2930 -6.5827
C -1.4114 1.2928 -1.8407
O 2.5147 1.3589 -2.2617
H 1.9111 -0.8645 4.3625
O -2.8202 -2.1935 -0.6373
H -1.5957 3.3054 1.7386
C 1.5804 -1.4987 2.0254
C 1.1128 -2.0997 -0.9737
*
```


Entry 5:
Molecular formula: C11H16N
Method: DFT, ωB97M-V/def2-TZVPD

Maximum force in eV Å⁻¹: 5.8
ΔE to the lowest compared entry with this formula, charge and spin in kJ/mol: 128.1
LUMO in eV: -4.261
Frontier orbital gap in eV: 8.69

ORCA input file:
```
! RIJCOSX wB97M-V def2-TZVPD def2/J DEFGRID3
* xyz 1 1
H 2.2821 0.0121 -0.3787
H 1.3430 -2.0988 -1.8461
H 0.5103 -2.0293 0.7010
C -1.4242 3.0734 -0.8417
C -1.7875 -1.3802 0.2331
H 1.5646 2.0915 -1.9457
H -1.3298 -0.0908 1.7752
H -2.3253 3.7316 -0.7534
C 1.2651 -0.2085 -0.7633
H -0.0177 3.8279 -2.3549
N 0.3360 0.9270 -0.7049
C -0.8800 -0.3912 0.8967
C -0.2750 3.0198 -1.6345
H 1.1207 0.6271 2.2858
C 0.5791 2.0001 -1.5696
C 0.4567 -0.9684 0.9890
H -0.0946 -1.1063 -2.1455
H -1.3597 -1.7564 -0.7011
H 2.3401 -0.7018 1.9747
C 1.2713 -0.4323 2.0718
H -2.6302 1.7978 0.3736
C -1.6321 1.9712 -0.0241
H -1.7538 -2.3336 0.8532
H 1.2483 -0.4736 -2.8328
H -2.7507 -0.8519 0.0155
C 1.0135 -1.0247 -1.9437
C -0.7639 0.8992 0.0604
H 0.9092 -0.9733 2.8896
*
```


Entry 6:
Molecular formula: C11H16N2O3
Method: DFT, ωB97M-V/def2-TZVPD

Maximum force in eV Å⁻¹: 0.6
ΔE to the lowest compared entry with this formula, charge and spin in kJ/mol: 0.0
SMILES: CCOc1nc(C)cc(COC)c1C(N)=O
LUMO in eV: 0.774
Frontier orbital gap in eV: 9.71

ORCA input file:
```
! RIJCOSX wB97M-V def2-TZVPD def2/J DEFGRID3
* xyz 0 1
O 3.8504 -0.2692 0.2086
C -0.9362 0.0147 0.1769
H -3.2571 0.9813 0.9290
C 0.3395 3.4111 0.3592
C 1.4247 -0.2157 0.4527
H -1.0720 -3.8509 -0.3420
O -2.1653 -0.5241 0.0404
C 0.3270 1.9161 0.3417
C 0.0638 -2.3239 0.3375
H -4.6239 -1.1177 0.7170
H 0.9676 3.7925 -0.4439
H 4.0881 -1.1763 -1.6370
C 0.1815 -0.8376 0.2963
H 3.1533 0.3404 -1.6530
H 2.8489 -1.2342 1.6594
H 0.7459 3.7705 1.3028
C -3.2606 0.3862 0.0097
H 2.4430 1.6586 0.5957
H -4.5365 -0.9940 -1.0427
H -1.6514 -2.2852 -0.7974
C 1.4876 1.1736 0.4717
H 4.9130 0.3818 -1.3659
N -0.9118 -2.8604 -0.4336
H -5.3954 0.2411 -0.1134
C 2.7077 -0.9956 0.6007
C -4.5380 -0.4253 -0.1162
H -3.1361 1.0698 -0.8374
O 0.8248 -3.0229 0.9798
C 3.9983 -0.1801 -1.1859
H 2.6486 -1.9442 0.0540
N -0.8581 1.3316 0.1989
H -0.6714 3.7878 0.2363
*
```